[1]
Computed, not measured: a structure of composition C30H40N9O2ReSi in a non-equilibrium geometry, with ωB97M-V/def2-TZVPD.

Summary:
Energy in hartree: -2177.5169
Spin multiplicity: 2
F_max in eV/A: 1.62
Charge: +3
HOMO level (spin up / spin down) in hartree: -0.57879 / -0.57197
⟨S²⟩: 0.758
Frontier orbital gap (spin up / spin down) in eV: 6.07 / 6.27

```
83
Properties=species:S:1:pos:R:3:mulliken_charge:R:1
Re 0.69259 1.08799 -0.36082 2.319
N 1.47116 1.39870 -3.54623 0.067
C 2.49198 0.81310 -2.83454 0.633
C 3.61173 0.35504 -3.54005 -0.913
C 4.67262 -0.17080 -2.85478 -0.661
C 4.62078 -0.24102 -1.45321 -1.011
C 3.48859 0.18420 -0.83289 -0.692
N 2.40668 0.69030 -1.50783 0.657
C 0.56596 2.36919 -3.15912 0.762
C 0.02624 3.18109 -4.15969 -1.009
C -0.84320 4.18478 -3.82361 -0.512
C -1.16851 4.37762 -2.47659 -0.919
C -0.62355 3.53494 -1.55721 -0.208
N 0.22978 2.51578 -1.87416 0.080
H 1.58781 1.33572 -4.54592 0.301
H 3.63583 0.44959 -4.61845 0.461
H 5.55043 -0.51013 -3.39195 0.468
H 5.44640 -0.62828 -0.87243 0.538
H 3.37262 0.12126 0.24063 0.586
H 0.31579 3.01705 -5.19060 0.468
H -1.25707 4.82669 -4.59170 0.488
H -1.84114 5.16230 -2.15987 0.532
H -0.86382 3.64482 -0.51183 0.327
N 1.24635 -1.98659 -0.65324 -0.242
C 1.57551 -2.34959 0.72070 0.102
C 1.16875 -3.75376 1.14669 -1.269
C -0.34467 -4.03964 1.11006 -0.371
C -0.77847 -4.85570 2.31925 -1.440
N -0.64234 -4.03905 3.52898 0.202
C -1.10874 -4.37523 4.72010 0.826
N -1.75491 -5.52605 4.89894 -0.347
N -0.94464 -3.54253 5.75350 -0.358
C 1.02329 -1.28222 1.66360 0.121
O 0.56775 -1.54437 2.75579 -0.839
O 1.13477 -0.02154 1.25963 -0.526
H 0.33716 -2.32231 -0.94617 0.062
H 1.94458 -2.31225 -1.31004 0.306
H 2.66169 -2.27789 0.83169 0.419
H 1.55437 -3.91641 2.15553 0.524
H 1.69721 -4.45783 0.50212 0.468
H -0.61250 -4.60805 0.21988 0.497
H -0.92329 -3.10996 1.08112 0.153
H -0.14606 -5.74452 2.39781 0.395
H -1.81413 -5.17878 2.20448 0.639
H -0.13105 -3.16373 3.43325 0.141
H -1.86830 -6.18445 4.14908 0.184
H -2.08515 -5.80321 5.80796 0.207
H -0.37343 -2.72078 5.65550 0.172
H -1.22468 -3.80535 6.68286 0.199
N -0.85318 1.67500 1.08687 -0.444
C -0.54323 2.91860 1.78719 0.123
C -1.41839 3.56996 2.60445 -0.662
C -1.02244 4.75195 3.27225 -0.846
C 0.24284 5.24079 3.11192 -0.882
C 1.15654 4.58352 2.25097 0.147
C 2.47209 5.04287 2.01652 -0.531
C 3.28555 4.37506 1.13967 -1.172
C 2.78775 3.25636 0.47078 0.026
N 1.56309 2.77448 0.68051 0.146
C 0.74364 3.42537 1.57898 0.397
H -0.75430 0.90267 1.74942 0.411
H -1.81794 1.67753 0.76405 0.446
H -2.41798 3.17627 2.75562 0.526
H -1.72724 5.25799 3.91795 0.446
H 0.56031 6.13870 3.62785 0.478
H 2.82357 5.93037 2.53114 0.502
H 4.29585 4.70375 0.93990 0.497
H 3.40381 2.73587 -0.24997 0.469
C -3.29359 -3.02060 -1.78650 -0.904
Si -3.21491 -1.33460 -2.54126 -0.185
C -4.60369 -0.25674 -1.96878 -0.972
C -3.09118 -1.38901 -4.37342 -0.955
C -1.68911 -0.51165 -1.80549 -0.898
C -0.73116 0.04966 -1.27545 0.911
H -4.25834 -3.48139 -2.01633 0.430
H -3.19101 -2.97344 -0.69894 0.213
H -2.51070 -3.67269 -2.18617 0.300
H -5.55347 -0.62443 -2.36964 0.368
H -4.47063 0.77134 -2.31746 0.321
H -4.67868 -0.25109 -0.87749 0.304
H -4.00995 -1.82635 -4.77407 0.351
H -2.25266 -2.00470 -4.71013 0.333
H -2.98005 -0.38956 -4.80115 0.322
```

=====

[2]
Computed, not measured: a cluster of 2 separate species, C6H12O in total in a non-equilibrium geometry, with ωB97M-V/def2-TZVPD.

Summary:
Energy in hartree: -310.9549
SMILES string: C=C(C)/C=C/C.O
F_max in eV/A: 2.57
HOMO level in hartree: -0.29568
Frontier orbital gap in eV: 8.73

```
19
Properties=species:S:1:pos:R:3:mulliken_charge:R:1
C -1.34361 -0.36435 -1.33401 -0.830
C -0.99717 0.63792 -0.52682 0.848
C -2.07043 1.29425 0.27700 -1.279
C 0.38192 0.92540 -0.04706 -0.483
C 1.39179 0.05500 -0.28270 0.010
C 2.85924 0.21547 -0.27487 -1.108
H -2.39568 -0.67067 -1.25171 0.195
H -0.67249 -0.86849 -2.09390 0.271
H -2.03743 2.39836 0.32027 0.332
H -1.79217 1.10617 1.34900 0.286
H -3.02302 0.84640 -0.01004 0.335
H 0.44680 1.80924 0.60672 0.291
H 0.99746 -0.95960 -0.11553 0.255
H 3.21821 1.22960 -0.04180 0.331
H 3.33641 -0.52705 0.36766 0.285
H 3.06668 -0.12801 -1.32455 0.256
O -0.15572 -2.14192 1.42950 -0.606
H -1.06410 -1.79899 1.32986 0.305
H -0.27867 -2.18840 2.39248 0.305
```

=====

[3]
Computed, not measured: a structure of composition C35H33NO2P2S2Sc in a non-equilibrium geometry, with ωB97M-V/def2-TZVPD.

Summary:
Energy in hartree: -3798.4939
F_max in eV/A: 1.78
Charge: +1
HOMO level in hartree: -0.38159
Frontier orbital gap in eV: 7.18

```
76
Properties=species:S:1:pos:R:3:mulliken_charge:R:1
Sc -0.63723 1.56858 1.21247 0.124
C 0.76909 -6.06786 -2.34562 -0.855
S 1.47761 -5.29878 -0.87178 -0.063
C 2.50843 -4.02270 -1.65523 -1.128
C 1.84286 -2.65454 -1.78049 -0.061
C 1.50181 -2.06444 -0.42114 -1.551
N 0.81336 -0.74794 -0.53260 0.672
P -0.86512 -0.65857 -0.23456 0.923
C -1.64780 -1.90016 -1.27593 0.440
C -1.85735 -3.20468 -0.84030 -0.228
C -2.39529 -4.14006 -1.71304 -0.811
C -2.72286 -3.77548 -3.01117 -0.548
C -2.52277 -2.46971 -3.44694 -0.730
C -1.99109 -1.53096 -2.57912 -0.326
C -1.14792 -1.17293 1.49124 0.160
C -2.48236 -1.19101 1.92492 -0.529
C -2.77556 -1.32591 3.27084 -0.715
C -1.74666 -1.42901 4.20214 -0.535
C -0.42804 -1.42125 3.78356 -0.756
C -0.12534 -1.28574 2.43351 0.233
P 1.68149 0.63639 0.10899 0.496
C 3.30014 0.47812 -0.69594 0.696
C 4.40119 0.14174 0.08798 -0.383
C 5.64895 -0.02330 -0.50038 -0.755
C 5.79350 0.15583 -1.86695 -0.512
C 4.69670 0.50252 -2.65082 -0.669
C 3.45071 0.66723 -2.06967 -0.508
C 0.95696 2.04426 -0.83785 -0.231
C 0.15512 1.94012 -1.97676 0.063
C -0.32186 3.08305 -2.59793 -0.840
C 0.00921 4.33915 -2.10335 -0.587
C 0.82286 4.45663 -0.99017 -0.723
C 1.27827 3.31646 -0.34618 -0.400
H 0.14723 -6.89519 -2.00630 0.360
H 1.55980 -6.46271 -2.98236 0.341
H 0.15051 -5.36316 -2.90192 0.202
H 2.78585 -4.39456 -2.64066 0.526
H 3.42449 -3.94956 -1.06517 0.419
H 0.92626 -2.73165 -2.37207 0.098
H 2.52232 -1.97712 -2.30412 0.114
H 2.41847 -1.94626 0.16545 0.784
H 0.86530 -2.76310 0.12485 0.614
H -1.59907 -3.49475 0.17115 0.382
H -2.55556 -5.15692 -1.37580 0.458
H -3.14282 -4.50994 -3.68660 0.427
H -2.79345 -2.18458 -4.45529 0.452
H -1.85441 -0.50702 -2.90888 0.399
H -3.28680 -1.09577 1.20339 0.490
H -3.80676 -1.33697 3.59882 0.430
H -1.97757 -1.50433 5.25703 0.426
H 0.37220 -1.50305 4.50720 0.454
H 0.90893 -1.29034 2.12204 0.111
H 4.28462 0.00913 1.15781 0.477
H 6.50491 -0.28415 0.10896 0.439
H 6.76621 0.03131 -2.32696 0.421
H 4.81682 0.65118 -3.71616 0.430
H 2.60047 0.94009 -2.68190 0.385
H -0.05635 0.96607 -2.39623 0.687
H -0.95009 2.99536 -3.47570 0.444
H -0.37338 5.22824 -2.58754 0.436
H 1.09701 5.43383 -0.61538 0.457
H 1.94425 3.41232 0.50627 0.467
O -1.73392 2.06872 5.01799 -0.597
C -1.67402 2.50833 3.90597 0.573
O -0.94524 1.87612 2.95132 -0.397
C -2.37392 3.75619 3.47886 0.288
C -2.84565 4.53863 4.53646 -0.754
C -3.51881 5.72207 4.31551 -0.562
C -3.74120 6.13758 3.00978 -0.564
C -3.28995 5.37028 1.95021 -0.871
C -2.60010 4.17327 2.15776 0.942
S -2.13953 3.33959 0.64412 -0.273
H -2.66380 4.18386 5.54204 0.472
H -3.86971 6.31429 5.15063 0.404
H -4.27288 7.06070 2.81191 0.387
H -3.47170 5.68889 0.93183 0.459
```

=====

[4]
Computed, not measured: a cluster of 2 separate species, C4H14N3O in total in a non-equilibrium geometry, with ωB97M-V/def2-TZVPD.

Summary:
Energy in hartree: -400.1036
F_max in eV/A: 1.58
Charge: +1
HOMO level in hartree: -0.52951
Frontier orbital gap in eV: 11.58

```
22
Properties=species:S:1:pos:R:3:mulliken_charge:R:1
C -1.66789 -1.24043 1.68799 -1.175
C -0.22758 -0.76556 1.76753 -0.613
C 0.57612 -1.00000 0.49010 -0.489
N 0.35583 0.09666 -0.45304 0.046
C 1.10779 0.41267 -1.46460 0.523
N 2.25025 -0.32561 -1.74717 -0.487
N 0.90612 1.49100 -2.19184 -0.279
H -2.26929 -0.74202 0.93138 0.281
H -2.23075 -1.26515 2.61281 0.382
H -1.69241 -2.32871 1.53209 0.342
H -0.26625 0.28605 2.03990 0.308
H 0.29350 -1.28854 2.53505 0.349
H 1.59688 -1.09362 0.74849 0.413
H 0.31244 -1.98094 0.08121 0.252
H -0.52916 0.59550 -0.30390 0.193
H 2.93870 -0.34444 -1.01572 0.246
H 2.24251 -1.04919 -2.44240 0.224
H 1.53277 1.61355 -2.97144 0.278
H 0.06876 2.05251 -2.25716 0.235
H -2.37899 1.85468 0.39589 0.311
H -1.25315 2.89101 0.22347 0.343
O -1.66621 2.13055 -0.19865 -0.682
```

=====

[5]
Computed, not measured: a cluster of 3 separate species, C2H9NO in total in a non-equilibrium geometry, with ωB97M-V/def2-TZVPD.

Summary:
Energy in hartree: -211.3745
F_max in eV/A: 3.06
HOMO level in hartree: -0.31324
Frontier orbital gap in eV: 7.90

```
13
Properties=species:S:1:pos:R:3:mulliken_charge:R:1
O 2.77139 0.58789 0.09292 -0.679
H 2.89938 -0.38028 0.17435 0.300
C 0.13062 -1.47782 0.09048 -0.341
N 0.34020 -0.45942 -0.83266 -0.242
C -0.83928 0.47304 -0.77203 -0.757
H 0.43212 -1.05930 1.15838 0.177
H -2.61185 0.12329 1.80863 -0.056
H -2.15075 0.28630 2.37035 0.069
H 1.82221 0.30068 -0.12419 0.452
H 0.54156 -0.49362 -1.83185 0.216
H -0.78733 0.76618 0.28879 0.222
H -0.79356 1.37478 -1.40261 0.297
H -1.75472 -0.04173 -1.02057 0.340
```

=====

[6]
Computed, not measured: the molecule C4H10O2, with ωB97M-V/def2-TZVPD.

Summary:
Energy in hartree: -308.8595
SMILES string: COC[C@@H](C)O
F_max in eV/A: 0.33
HOMO level in hartree: -0.37107
Frontier orbital gap in eV: 11.10

```
16
Properties=species:S:1:pos:R:3:mulliken_charge:R:1
C -0.57642 0.68513 -2.36132 -0.709
O -0.94840 0.32444 -1.05365 -0.356
C 0.04039 -0.41571 -0.36622 -0.649
C -0.23296 -0.26439 1.13247 0.459
C 0.97764 -0.63873 1.97648 -1.297
O -0.53716 1.08567 1.41006 -0.572
H 0.42913 1.13260 -2.37899 0.330
H -0.58630 -0.17890 -3.04104 0.266
H -1.29892 1.42544 -2.71375 0.244
H 1.03602 -0.00510 -0.59840 0.353
H 0.02273 -1.47328 -0.67363 0.326
H -1.08700 -0.90900 1.40250 0.214
H 0.88073 -0.15027 2.94952 0.339
H 1.90521 -0.28090 1.51569 0.334
H 1.05837 -1.71799 2.13487 0.345
H -1.08306 1.38098 0.66541 0.373
```